{"formula": "C54H150N12O15", "method": "wB97M-V/def2-TZVPD", "energy_ha": -3932.56690, "homo_lumo_gap_ev": 8.815, "charge": 0, "e_lumo_ev": 0.37, "homo_ev": -8.447, "species": ["O", "O", "O", "O", "O", "O", "O", "O", "O", "O", "O", "O", "O", "O", "O", "N", "N", "N", "N", "N", "N", "N", "N", "N", "N", "N", "N", "C", "C", "C", "C", "C", "C", "C", "C", "C", "C", "C", "C", "C", "C", "C", "C", "C", "C", "C", "C", "C", "C", "C", "C", "C", "C", "C", "C", "C", "C", "C", "C", "C", "C", "C", "C", "C", "C", "C", "C", "C", "C", "C", "C", "C", "C", "C", "C", "C", "C", "C", "C", "C", "C", "H", "H", "H", "H", "H", "H", "H", "H", "H", "H", "H", "H", "H", "H", "H", "H", "H", "H", "H", "H", "H", "H", "H", "H", "H", "H", "H", "H", "H", "H", "H", "H", "H", "H", "H", "H", "H", "H", "H", "H", "H", "H", "H", "H", "H", "H", "H", "H", "H", "H", "H", "H", "H", "H", "H", "H", "H", "H", "H", "H", "H", "H", "H", "H", "H", "H", "H", "H", "H", "H", "H", "H", "H", "H", "H", "H", "H", "H", "H", "H", "H", "H", "H", "H", "H", "H", "H", "H", "H", "H", "H", "H", "H", "H", "H", "H", "H", "H", "H", "H", "H", "H", "H", "H", "H", "H", "H", "H", "H", "H", "H", "H", "H", "H", "H", "H", "H", "H", "H", "H", "H", "H", "H", "H", "H", "H", "H", "H", "H", "H", "H", "H", "H", "H", "H", "H", "H", "H", "H", "H", "H", "H", "H", "H", "H", "H", "H", "H", "H", "H"], "xyz": [[0.3306, 4.4871, -7.2026], [-3.1344, -5.0822, -2.8565], [-1.8191, 2.8943, 5.5483], [-0.0068, 4.8748, -0.1341], [-5.4604, -1.3741, 5.8508], [3.3268, -2.2231, 9.5114], [3.5694, 0.4025, -4.6885], [3.3427, -4.3792, 2.5181], [-2.1641, 1.1787, -6.1522], [3.3029, -3.7823, -3.1984], [-7.3613, -0.6410, -4.4695], [3.7653, 1.2760, 5.0214], [-0.3751, 0.8187, 1.1192], [-1.1449, -3.3415, 1.0564], [-4.9268, 1.7529, 1.3151], [-3.9042, -3.0519, 1.4687], [1.2792, -5.5668, -5.7384], [2.8126, -4.0103, 5.5249], [5.0287, 1.5910, 7.6970], [0.0985, 0.7080, -1.9091], [2.8602, 0.6712, 10.2255], [-6.0032, -6.3187, -3.2344], [-0.5087, -1.2399, -8.4327], [-2.1260, 6.4568, 0.4709], [-1.9114, 2.8299, -0.4602], [5.8104, 0.4139, -3.0854], [1.4920, 6.6511, -5.8547], [-3.6693, 1.6593, 0.7660], [0.0529, -0.3946, -0.9414], [-5.3941, -0.0855, 6.3112], [4.5418, -4.4847, 1.7320], [3.1828, -3.2316, 3.3655], [2.1165, -3.4192, 4.4211], [-4.0063, -4.8475, -3.9231], [3.7776, -4.1776, -1.9292], [1.2669, 0.7472, 8.5201], [1.6576, -1.9974, 4.8063], [7.0247, 0.3298, 6.9134], [-4.2557, 3.6186, -0.8425], [-5.4067, -6.2046, -5.6442], [-1.2636, 6.8650, -0.5883], [-1.6822, 2.1000, -5.1479], [-2.6831, -1.5574, -7.4109], [1.2207, 4.1648, 0.0142], [-1.6407, -2.8903, 2.3103], [-2.5462, -4.0025, -2.1188], [-2.9449, -2.1954, 2.1338], [1.0223, 4.9633, -4.3036], [0.2071, -3.9612, 1.2712], [4.4845, -2.8020, 9.0216], [-4.9250, -6.1191, -4.2313], [-3.5194, -1.7899, 3.5255], [2.0168, -0.1793, 9.4878], [1.7208, 4.4597, -6.7789], [-5.6888, 0.6318, 1.3828], [4.5140, -0.0794, -2.5824], [3.7711, 1.0738, -1.8155], [0.5783, -0.0025, 0.4481], [3.1746, 0.0188, -6.0142], [-1.5974, -0.5595, -7.8083], [1.8861, 5.2931, -5.5516], [5.7649, 1.0774, 6.5177], [0.8690, -3.4115, -4.8563], [-5.6700, 0.4003, -3.0817], [0.1321, 6.3124, -0.3187], [-0.0443, 3.6211, -8.2112], [-0.0440, 1.0879, 2.4439], [-1.1845, 8.3876, -0.6616], [4.8133, 0.4323, 5.4585], [-0.4929, 3.1396, 5.5239], [2.8232, -4.8815, -3.9659], [-6.5124, 0.4885, -4.3009], [0.9297, -1.5910, -1.4703], [-3.1651, 3.0407, 0.1516], [-1.1378, 0.2263, -6.5252], [-4.6526, 0.9505, 5.3889], [3.7588, -0.5266, -3.7881], [2.6734, -1.3617, 8.6555], [4.1456, 2.4485, 4.2463], [-0.2431, 4.2215, 4.4275], [1.9412, -4.4342, -5.1469], [-4.5014, -1.3453, 3.3638], [4.2621, -0.4464, 5.7933], [-2.3437, -2.3397, -6.7320], [0.0451, -3.3416, -5.5665], [4.4642, -5.4140, 1.1676], [0.3850, -4.5272, 0.3568], [-0.8301, 8.8419, 0.2637], [2.0960, 4.7093, 0.3686], [-0.7532, 1.2050, -1.6905], [-2.1984, 8.6842, -0.9300], [-0.3261, 5.1707, 4.9569], [3.1938, -0.9376, 7.7968], [0.3137, 2.6237, -7.9560], [-0.7218, -1.9776, -9.0888], [-6.2613, 0.6895, -2.2129], [1.0771, -6.1128, -4.9131], [-0.0334, 5.1511, -4.4991], [0.5935, 0.1289, 7.9265], [4.5391, -4.9575, -1.9289], [-2.8901, 1.2149, 1.3852], [1.8416, -6.1753, -6.3158], [-3.7425, 0.6266, 4.8841], [4.1657, 1.3021, -0.8254], [-1.4999, 3.6844, -0.8077], [-0.1819, 3.4472, 6.5223], [2.7454, -0.6757, -3.4154], [-1.5651, 6.3928, -1.5233], [2.7754, -2.5854, 2.5880], [-1.2639, 2.3762, 0.1683], [-1.1074, 3.4956, -8.4169], [-2.1567, 6.9814, 1.3334], [4.1709, -1.4260, -4.2458], [1.0495, -3.2703, 1.3068], [4.6086, -3.7930, 0.8923], [1.9330, -1.7190, -1.0641], [-0.8688, 1.4925, 3.0305], [3.7504, 2.0686, -2.2604], [-1.6229, -4.2822, -1.6115], [0.6026, -1.8652, 5.0467], [1.3511, -2.4403, -4.7444], [-6.0312, -1.3989, 5.0793], [1.9207, 3.4472, -6.4282], [-2.5425, 2.5260, -4.6317], [-7.7605, -0.6484, -5.3425], [1.9514, 1.2212, 7.8167], [0.4814, 3.9053, -9.1228], [-4.2267, 1.8284, 5.8747], [-3.3819, -4.6745, -4.7997], [1.8401, -1.2304, 4.0536], [2.3480, -3.9116, 6.4163], [-4.5523, 2.7673, -1.4552], [0.8070, 6.4669, -1.1606], [1.4971, 0.5723, 0.3312], [3.6635, 0.9607, 9.6860], [-6.8081, -5.7425, -3.4351], [4.5179, 3.2984, 4.8184], [2.2649, 7.1139, -6.3115], [-6.2525, 0.3710, 0.4870], [5.3614, -2.1619, 8.9239], [2.5182, -4.0328, -5.9801], [0.5551, -2.5838, -1.2212], [2.9511, -4.9972, 5.3611], [0.6595, -0.9396, 0.9988], [-6.0161, -7.0888, -5.8309], [-2.2594, 3.7449, 5.6142], [4.0465, -0.3579, -6.5491], [2.3097, -5.6489, -3.3867], [-7.2970, 1.2320, -4.1605], [5.6645, 2.0018, 8.3656], [4.5705, -3.6763, 9.6668], [0.7153, 4.0987, 3.9231], [0.9204, -1.7081, -2.5540], [-5.1501, 3.9412, -0.3095], [-3.0475, 3.8313, 0.8928], [-1.0954, 1.6608, -4.3411], [3.2493, 0.1966, 11.0276], [0.0537, -1.7042, -7.7339], [1.4918, 3.7975, -0.9756], [2.9657, -4.4231, -1.2446], [-6.3191, 0.7637, 2.2622], [-3.5572, -1.0691, -6.9800], [-3.8188, 4.4156, -1.4443], [-1.7237, -3.7022, 3.0328], [6.1616, 2.0056, 6.1062], [1.5392, 5.4276, -3.4638], [4.6989, 2.1480, 3.3566], [-1.8602, 5.4824, 0.4751], [-0.9238, -2.2229, 2.7885], [1.3613, -0.6801, 10.2003], [-3.2153, -3.7899, -1.2850], [5.4817, -4.4076, 2.2786], [1.0629, 3.2402, 0.5694], [7.5145, 1.0888, 7.5235], [2.7072, 0.9072, -1.6464], [-0.2892, 0.8575, -6.7891], [0.6103, 6.7793, 0.5423], [-6.0586, -5.4155, -6.0189], [0.7207, 6.6603, -6.5067], [-5.9173, 0.5812, -5.2094], [2.4022, -0.7503, -6.0073], [-0.9310, 4.1740, 3.5833], [-0.9538, -0.7534, -0.7274], [5.3412, 0.0543, 4.5830], [-4.3064, -6.9996, -4.0582], [-2.8559, -1.0577, 3.9857], [1.2859, -4.0606, 4.1263], [0.1006, 2.2798, 5.2131], [4.6135, -0.8915, -1.8621], [0.3386, -4.6180, 2.1311], [-4.5377, -6.0882, -6.2918], [2.7196, 0.8596, -6.5377], [4.2263, -3.3016, -1.4609], [0.1369, 0.2930, -2.8291], [-6.3695, 0.2440, 6.6691], [-2.3481, -3.1037, -2.7028], [-4.7290, -0.1242, 7.1739], [-5.1635, -0.3232, 1.3687], [2.1653, -1.5798, 5.6757], [-3.7726, 0.9653, -0.0681], [7.6960, 0.1114, 6.0829], [3.1573, 2.7160, 3.8725], [-3.2764, -3.4670, 0.7951], [4.2605, -3.0813, 7.9921], [-0.4691, 8.7336, -1.4077], [2.9110, 5.1984, -5.1928], [0.2168, 0.1868, 2.9990], [-2.7754, -1.2160, 1.6863], [-5.2875, 1.1384, 4.5232], [-1.9677, 0.1802, -8.5182], [-5.7289, -6.0750, -2.2934], [6.7689, -0.5775, 7.4607], [-4.0600, -3.7836, 2.1472], [0.7662, 1.5517, 9.0588], [0.2475, -3.5101, -3.9662], [5.6066, 1.3564, -3.3856], [-5.1905, -0.5783, -3.1047], [4.2964, 2.2454, 7.4614], [1.0760, 3.8746, -4.2993], [4.1162, -2.8162, 3.7453], [5.9766, 0.0351, -4.0068], [-4.8157, 1.0614, -3.2273], [2.2045, 4.7639, -7.7071], [3.7123, -5.3765, -4.3563], [1.8398, -1.9705, 8.3051], [-3.1823, -2.0939, -8.2178], [-4.6079, -3.9833, -3.6413], [-3.6157, -2.5702, 4.2804], [-1.1905, 2.9603, -5.6019], [-0.8189, -0.4345, -5.7191], [0.7261, 1.8559, 2.5155]], "atomic_forces_ev_per_a": [[-0.82, 1.24, 1.83], [1.22, -1.08, 1.12], [-2.72, -1.25, 0.26], [0.77, 1.18, 0.74], [-0.18, -1.38, -0.84], [0.69, 0.97, 1.32], [0.05, 4.64, -4.27], [1.32, -1.35, 0.44], [0.78, -0.77, 0.87], [-0.43, -0.47, 0.19], [0.11, -1.73, 0.45], [0.61, 1.17, 0.05], [-0.53, -0.17, -0.41], [2.42, -0.95, 1.22], [0.31, 2.15, 0.86], [0.54, 0.40, -0.50], [-0.54, -1.32, 0.60], [0.49, -0.68, 1.35], [-0.20, -1.48, 0.26], [0.18, -0.64, 1.29], [1.60, 0.40, 1.37], [-0.22, 0.20, -0.58], [2.08, -0.08, 0.05], [-1.07, -0.87, -1.08], [0.66, -0.90, -1.48], [0.31, 0.52, 0.49], [1.19, 1.54, -0.06], [0.88, 0.81, -2.01], [1.53, -1.13, 0.17], [2.15, 2.06, 0.88], [-0.86, 0.00, -0.32], [-0.98, 0.15, -3.14], [0.73, 1.15, 0.41], [-0.50, -0.45, -0.40], [-0.04, 0.94, 0.45], [-0.21, -0.89, -0.08], [-0.44, 0.71, 0.25], [-0.74, 0.20, 0.23], [1.01, -1.37, 0.78], [-0.35, 0.71, -0.82], [1.97, 1.33, 0.74], [-1.00, 0.13, -0.26], [-1.40, 0.19, 0.02], [-0.22, -0.62, -1.30], [0.90, 0.30, 0.27], [-1.00, -0.31, 0.10], [-0.79, 0.90, 2.52], [0.75, -2.00, -1.87], [-1.03, 0.28, -1.52], [-0.55, -0.85, -0.81], [0.50, 0.60, 2.27], [0.59, 0.08, -0.54], [-0.41, -0.63, -1.73], [-2.11, -1.71, -0.45], [-0.71, -1.86, -0.11], [0.27, 2.02, -0.05], [-0.17, 0.12, 0.24], [-0.71, 0.25, -0.64], [0.14, -0.15, 0.95], [-1.05, -0.26, 1.13], [-1.37, 1.40, 0.55], [-0.74, 1.27, -0.90], [-0.45, 1.31, 0.96], [0.66, -0.13, -0.53], [0.53, -1.12, -0.53], [1.39, -1.11, -0.58], [0.01, 0.23, 0.88], [-0.17, -0.44, -0.79], [0.05, 0.02, 0.43], [2.16, 1.14, -1.63], [0.69, 0.80, -0.64], [-1.71, 0.21, -0.90], [-0.80, -0.73, 0.31], [-2.51, 0.12, 0.57], [-0.39, 1.19, -1.55], [-0.53, -0.76, -0.74], [-2.26, -3.24, 2.38], [-2.15, 1.22, 0.73], [-1.87, -1.35, 0.05], [0.64, -0.12, 0.76], [-0.06, 0.28, -0.91], [0.15, 0.06, 0.08], [0.24, -0.07, 0.70], [0.31, 0.20, 0.21], [0.64, -0.18, -0.86], [0.12, -0.43, 0.61], [-0.12, -0.24, 0.10], [-0.39, -0.19, 0.29], [-0.38, 0.41, 0.46], [-0.28, 0.75, -0.88], [0.16, 0.64, 0.16], [0.17, 0.39, -0.60], [0.72, -0.19, 0.15], [0.05, -0.43, -0.11], [-0.66, 0.24, -0.11], [0.45, -0.52, 0.26], [-0.83, -0.80, -0.22], [0.18, 0.67, 0.39], [-0.44, 0.33, -0.10], [-0.06, -0.27, -0.32], [-0.05, 0.11, 0.69], [0.44, 0.21, -0.07], [0.02, -1.00, 0.43], [0.46, -0.51, 0.11], [0.03, -0.10, 0.11], [0.63, 0.21, -0.05], [-0.34, -1.50, 0.38], [-0.40, 0.28, -0.19], [0.02, 1.24, 0.41], [0.15, 0.06, 0.08], [-0.09, 0.76, 0.49], [0.57, -0.29, -0.10], [0.21, -0.49, 0.32], [-0.40, 0.71, 0.18], [-0.30, 0.91, 0.21], [0.35, 0.92, -0.24], [-0.57, 0.11, -0.55], [0.41, -0.14, -0.83], [0.14, -0.54, -0.50], [-0.20, -0.54, -0.02], [-0.14, 0.23, -0.04], [-0.07, -0.12, -0.12], [0.45, -0.56, -0.70], [-0.31, -0.16, -0.16], [0.13, 0.23, 0.02], [0.29, -0.07, 0.01], [-0.13, -0.03, -0.50], [-0.97, 0.26, 0.29], [-0.17, 0.43, -0.42], [0.13, -0.28, -0.42], [-0.24, 0.01, 0.01], [-0.03, 0.18, -0.46], [0.02, 0.15, -0.33], [0.44, -0.30, 0.19], [0.09, 0.15, -0.40], [-0.10, 0.17, -0.19], [0.48, -0.30, 0.04], [-0.01, 0.38, -0.21], [-0.82, 1.03, -0.44], [0.15, 0.24, 0.70], [0.57, 0.38, 0.35], [-0.82, 0.06, 0.56], [0.11, -0.14, 0.05], [0.50, -0.03, 0.31], [0.58, -0.37, 0.03], [-0.28, -0.03, 0.00], [0.01, -0.02, -0.21], [-0.42, 0.23, 0.49], [0.83, 1.24, -0.37], [0.00, 0.16, -0.07], [0.93, -0.04, -0.32], [0.39, 0.33, 0.45], [0.37, 0.70, -0.09], [0.23, 0.20, 0.06], [-0.41, -0.22, 0.88], [0.34, -0.34, -0.31], [0.02, -0.12, 0.19], [0.23, -0.04, 0.21], [0.24, 0.01, -0.30], [-0.29, -0.51, -0.10], [-0.25, -0.51, -0.19], [0.16, 0.28, 0.56], [-0.16, 0.03, 0.01], [-0.27, -0.57, -0.08], [0.10, -0.04, -1.12], [-0.75, -0.04, 0.11], [0.63, 0.19, 0.24], [-0.78, -0.29, 1.69], [0.32, 0.43, -0.08], [-0.37, 0.13, -0.08], [-0.23, 0.54, -0.10], [-0.15, -0.19, 0.36], [-0.20, 0.27, 0.46], [0.49, -0.57, 0.45], [-0.06, -0.60, -0.19], [0.50, -0.28, -0.17], [-0.15, -0.05, 0.41], [-0.16, 0.57, 0.62], [-0.18, -0.18, 0.00], [0.08, 0.52, 0.03], [-0.04, -0.30, 0.25], [-0.51, -0.19, 0.38], [-0.30, -0.14, -0.35], [0.67, 0.26, -0.11], [0.52, 0.12, -0.17], [-0.11, 0.20, -0.04], [-0.09, 0.28, -0.63], [-0.42, -0.53, 0.36], [0.22, -0.23, -0.25], [-0.77, 0.00, 0.10], [0.01, -0.68, -0.21], [0.38, 0.23, 0.22], [0.20, 0.15, -0.24], [-0.47, 0.36, -0.19], [-0.07, 0.46, -0.21], [-0.16, 0.03, -0.23], [-0.28, -0.21, 0.43], [0.85, -0.07, 1.09], [0.32, -0.46, 0.18], [0.43, -0.07, -0.62], [-0.28, -0.06, -0.11], [0.06, 0.52, -0.15], [-0.57, -0.66, -0.81], [0.29, -0.69, -0.29], [-0.19, -0.09, -0.32], [0.24, 0.37, -0.38], [0.49, -0.21, -0.10], [-0.14, -0.20, -0.90], [-0.21, 0.84, 0.08], [-0.28, 0.09, 0.14], [0.41, -0.06, 0.03], [0.33, 0.02, 0.18], [-0.41, -0.42, 0.05], [-0.22, -0.26, -0.02], [0.53, -0.64, 0.67], [0.17, 0.57, 0.38], [-0.34, -0.29, 0.75], [0.10, 0.03, -0.19], [0.02, -0.37, 1.05], [0.00, -0.25, 0.30], [0.24, -0.81, -0.04], [-0.15, 0.44, 0.30], [1.16, 0.03, 0.50], [0.08, -0.33, -0.32], [-0.44, 0.26, -0.74], [0.58, 0.00, -0.65], [-0.41, 0.20, -0.57], [-0.05, -0.42, -0.32], [0.50, -0.18, -0.15], [-0.34, -0.21, 0.29], [0.54, -0.14, 0.03]]}